(1)
14
Properties=species:S:1:pos:R:3:nbo_charge:R:1 method="wB97M-V/def2-TZVPD" e_homo_ev=-10.548 energy_ha=-361.75154 e_above_lowest_kcal_mol=81.1
C 1.509 0.471 -0.181 -0.65
C 0.254 -0.067 0.447 0.06
C 0.151 -1.555 0.649 0.42
O 0.867 -2.340 0.081 -0.49
C -0.976 0.687 0.503 0.56
O -0.281 0.676 1.646 -0.45
N -2.002 1.132 -0.053 -0.67
H 2.241 0.685 0.603 0.24
H 1.923 -0.293 -0.845 0.25
H 1.316 1.380 -0.756 0.23
H -0.627 -0.547 -2.099 -0.03
H -0.647 -1.871 1.349 0.13
H -1.181 -0.084 -1.915 0.03
H -2.547 1.725 0.573 0.37

(2)
89
Properties=species:S:1:pos:R:3:lowdin_spin:R:1 method="wB97M-V/def2-TZVPD" e_homo_ev="-0.009 / -2.158" charge=-2 energy_ha=-7213.63386 multiplicity=3 e_above_lowest_kcal_mol=20.2
Ti -0.581 -0.567 0.506 0.92
Br 3.944 1.738 5.401 0.00
C 2.946 0.702 4.148 0.00
C 3.638 -0.039 3.206 0.09
C 2.914 -0.772 2.276 0.01
C 1.513 -0.793 2.266 0.06
O 0.861 -1.473 1.365 0.03
C 0.826 -0.061 3.317 0.02
C -0.569 -0.219 3.463 0.26
N -1.243 -0.832 2.504 0.08
C -2.474 -1.382 2.606 0.04
C -3.390 -1.275 3.666 0.09
C -4.597 -1.950 3.609 0.00
C -4.920 -2.772 2.548 0.10
C -4.015 -2.948 1.483 0.01
C -4.243 -3.798 0.383 0.03
C -3.260 -3.925 -0.573 0.01
C -2.081 -3.194 -0.458 0.04
N -1.843 -2.350 0.539 0.00
C -2.787 -2.237 1.502 0.00
C 1.577 0.697 4.230 0.08
H 4.718 -0.040 3.193 0.01
H 3.432 -1.342 1.517 0.00
H -1.060 0.131 4.378 0.02
H -3.174 -0.623 4.498 0.01
H -5.304 -1.830 4.420 0.00
H -5.870 -3.288 2.521 0.01
H -5.186 -4.323 0.306 0.00
H -3.395 -4.567 -1.429 0.00
H -1.312 -3.299 -1.205 0.00
H 1.058 1.275 4.984 0.00
O 3.299 1.413 -0.089 0.00
C 3.057 2.506 0.673 0.00
C 4.106 3.366 0.965 0.00
C 3.903 4.495 1.743 0.00
C 2.638 4.781 2.235 0.00
C 1.586 3.939 1.951 0.00
C 1.766 2.788 1.173 0.00
C 0.649 1.890 0.940 0.01
O 0.832 0.734 0.359 0.02
N -0.541 2.243 1.372 0.00
N -1.497 1.297 1.201 0.00
C -2.681 1.816 1.328 0.01
S -2.744 3.592 1.499 0.00
C -4.587 3.667 1.412 0.00
C -5.103 2.372 0.830 0.00
S -4.185 1.023 1.670 0.00
H 2.453 0.895 -0.082 0.00
H 5.086 3.134 0.575 0.00
H 4.737 5.145 1.971 0.00
H 2.482 5.661 2.844 0.00
H 0.590 4.131 2.316 0.00
H -4.848 4.525 0.796 0.00
H -4.956 3.816 2.428 0.00
H -4.905 2.294 -0.240 0.00
H -6.164 2.229 1.023 0.00
C 6.222 -2.021 -4.656 0.00
C 4.846 -2.001 -4.050 0.00
C 4.572 -1.324 -2.868 0.00
C 3.316 -1.385 -2.284 0.00
C 2.317 -2.122 -2.892 0.00
C 2.567 -2.776 -4.088 0.00
C 3.820 -2.717 -4.665 0.00
S 0.746 -2.496 -2.063 0.00
O -0.075 -3.095 -3.098 0.00
O 1.123 -3.387 -0.993 0.00
N 0.107 -1.166 -1.425 0.01
C -0.232 -0.131 -2.220 0.00
C 0.027 -0.030 -3.600 0.00
C -0.303 1.137 -4.250 0.00
C -0.889 2.181 -3.544 0.00
C -1.135 1.988 -2.198 0.00
N -0.812 0.883 -1.556 0.00
H 6.890 -1.332 -4.145 0.00
H 6.185 -1.756 -5.713 0.00
H 6.644 -3.025 -4.582 0.00
H 5.355 -0.757 -2.383 0.00
H 3.113 -0.882 -1.352 0.00
H 1.762 -3.341 -4.532 0.00
H 4.019 -3.247 -5.587 0.00
H 0.453 -0.869 -4.125 0.00
H -0.100 1.243 -5.309 0.00
H -1.162 3.105 -4.030 0.00
H -1.607 2.758 -1.599 0.00
F -2.847 -0.329 -0.591 0.01
B -3.781 -0.374 -1.668 0.00
F -4.031 0.922 -2.090 0.00
F -3.252 -1.119 -2.690 0.00
F -4.955 -0.935 -1.220 0.00